1.
Formula: C5H17N2O
Source: the Open Molecules 2025 dataset
Level of theory: ωB97M-V with the def2-TZVPD basis set

The geometry in XYZ format:
```
25
C5H17N2O, DFT ωB97M-V with the def2-TZVPD basis set
N 0.28 -2.58 -1.32
C -1.07 0.49 -0.61
C -0.30 1.42 0.30
C 0.83 2.28 -0.52
C 2.18 2.08 0.20
C -2.06 -0.57 -0.07
N -1.56 -1.22 1.12
H 0.45 -3.56 -1.18
H 0.85 -2.31 -2.11
H -0.32 -0.09 -1.12
H -1.63 1.07 -1.34
H -1.01 2.08 0.92
H 0.31 0.95 1.12
H 0.85 1.85 -1.52
H 0.46 3.31 -0.52
H 2.95 2.50 -0.44
H 2.19 2.43 1.23
H 2.48 1.02 0.16
H -2.26 -1.24 -0.91
H -3.03 -0.03 0.13
H -0.52 -1.32 1.17
H -2.01 -0.67 1.89
H 1.68 -1.65 1.59
H 0.60 -2.08 -0.48
O 1.13 -1.24 0.91
```

Relative energy (zero: lowest compared OMol25 entry of this formula, charge and spin) = 782.8 kJ/mol
Charge = +1
E_LUMO = -9.6 eV



2.
Formula: C18H23AsN6O2Pd
Source: the Open Molecules 2025 dataset
Level of theory: ωB97M-V with the def2-TZVPD basis set

The geometry in XYZ format:
```
51
C18H23AsN6O2Pd, DFT ωB97M-V with the def2-TZVPD basis set
Pd -0.51 -0.40 0.42
O 1.67 0.74 -7.29
C 2.09 0.85 -6.02
O 3.21 1.19 -5.78
C 1.12 0.53 -4.91
C -0.17 0.05 -5.08
C -0.98 -0.24 -3.99
C -0.48 -0.04 -2.70
C 0.81 0.44 -2.52
C 1.60 0.73 -3.62
N -1.26 -0.31 -1.54
C -2.54 -0.35 -1.58
C -3.30 -0.58 -0.36
C -4.67 -0.76 -0.37
C -5.32 -1.07 0.81
C -4.57 -1.21 1.97
C -3.20 -0.99 1.91
N -2.57 -0.66 0.79
H 0.74 0.48 -7.35
H -0.59 -0.13 -6.06
H -1.96 -0.64 -4.17
H 1.20 0.60 -1.52
H 2.60 1.11 -3.50
H -3.09 -0.20 -2.51
H -5.21 -0.68 -1.31
H -6.39 -1.22 0.83
H -5.02 -1.48 2.91
H -2.59 -1.10 2.79
N 4.73 -1.93 -0.64
C 4.16 -3.09 -0.29
N 4.92 -4.17 -0.17
N 2.86 -3.23 -0.06
C 2.04 -2.25 -0.03
N 1.23 -1.42 -0.05
H 5.71 -1.87 -0.86
H 4.15 -1.14 -0.87
H 5.90 -4.18 -0.38
H 4.47 -5.04 0.09
C 1.75 -1.22 3.18
As 0.37 -0.01 2.60
C -0.84 0.06 4.10
C 1.20 1.73 2.56
H 2.11 -0.91 4.16
H 2.57 -1.20 2.47
H 1.35 -2.23 3.24
H -0.31 0.55 4.92
H -1.11 -0.95 4.41
H -1.73 0.64 3.86
H 1.57 1.95 3.57
H 0.47 2.49 2.27
H 2.03 1.74 1.86
```

Relative energy (zero: lowest compared OMol25 entry of this formula, charge and spin) = 0.0 kJ/mol
Charge = +2
E_LUMO = -7.0 eV



3.
Formula: C4H6N2
Source: the Open Molecules 2025 dataset
Level of theory: ωB97M-V with the def2-TZVPD basis set

The geometry in XYZ format:
```
12
C4H6N2, DFT ωB97M-V with the def2-TZVPD basis set
C -0.10 0.76 1.26
C -0.33 -0.51 1.95
N -0.52 -1.54 2.41
H -0.87 0.82 0.56
H 0.87 0.72 0.87
H -0.23 1.67 1.88
C -0.04 0.06 -1.69
C 0.71 -1.03 -1.07
N 1.25 -1.91 -0.58
H 0.52 1.01 -1.70
H -0.99 0.23 -1.17
H -0.28 -0.27 -2.72
```

Relative energy (zero: lowest compared OMol25 entry of this formula, charge and spin) = 124.5 kJ/mol
Charge = 0
E_LUMO = 0.5 eV
SMILES string = CC#N.CC#N



4.
Formula: C41H37O3Si
Source: the Open Molecules 2025 dataset
Level of theory: ωB97M-V with the def2-TZVPD basis set

The geometry in XYZ format:
```
82
C41H37O3Si, DFT ωB97M-V with the def2-TZVPD basis set
C -2.58 -0.30 5.14
C -1.21 -0.26 5.66
C -0.88 -0.71 7.09
O -0.24 -0.17 4.78
Si -0.14 -0.21 2.96
C -1.50 -1.01 1.91
C -2.41 -0.24 1.16
C -3.35 -0.85 0.31
C -3.38 -2.24 0.17
C -2.45 -3.02 0.87
C -1.52 -2.41 1.73
C 0.01 1.55 2.31
C 0.89 1.87 1.26
C 0.99 3.19 0.79
C 0.20 4.20 1.35
C -0.71 3.87 2.36
C -0.81 2.56 2.84
C 1.43 -1.10 2.46
C 1.68 -1.61 1.17
C 2.88 -2.27 0.87
C 3.86 -2.42 1.86
C 3.64 -1.89 3.14
C 2.44 -1.22 3.42
H -3.16 -0.93 5.83
H -3.08 0.68 5.09
H -2.61 -0.73 4.13
H 0.02 -1.33 6.94
H -1.72 -1.39 7.35
H -2.37 0.85 1.22
H -4.06 -0.23 -0.24
H -4.11 -2.71 -0.49
H -2.45 -4.10 0.75
H -0.78 -3.03 2.24
H 1.50 1.09 0.81
H 1.69 3.43 -0.01
H 0.28 5.23 1.01
H -1.36 4.64 2.78
H -1.52 2.33 3.63
H 0.93 -1.51 0.38
H 3.05 -2.67 -0.13
H 4.79 -2.95 1.64
H 4.39 -2.00 3.91
H 2.29 -0.80 4.42
C -3.84 -0.94 13.76
O -2.42 -1.03 13.48
C -1.93 -0.54 12.31
C -0.68 -1.00 11.83
C -0.33 -0.78 10.51
C -1.09 0.03 9.65
C -0.60 0.30 8.20
C -0.97 1.70 7.73
C 0.04 2.59 7.33
C -0.27 3.62 6.45
C -1.61 3.77 6.07
O -1.91 4.68 5.05
C -2.42 5.92 5.47
C -1.68 7.02 5.06
C -1.97 8.25 5.65
C -3.03 8.35 6.56
C -3.80 7.24 6.89
C -3.50 5.99 6.34
C -2.65 3.03 6.63
C -2.30 1.99 7.48
C -2.18 0.68 10.24
C -2.62 0.40 11.53
H -4.01 -1.62 14.60
H -4.11 0.09 14.05
H -4.45 -1.25 12.90
H -0.04 -1.57 12.50
H 0.65 -1.12 10.16
H 0.50 0.36 8.32
H 1.08 2.40 7.65
H 0.51 4.26 6.00
H -0.86 6.87 4.37
H -1.36 9.11 5.39
H -3.28 9.32 6.99
H -4.64 7.31 7.59
H -4.06 5.10 6.62
H -3.69 3.23 6.36
H -3.09 1.35 7.88
H -2.61 1.55 9.75
H -3.51 0.91 11.91
```

Charge = +1
E_LUMO = -4.3 eV



5.
Formula: C36H45F27O18
Source: the Open Molecules 2025 dataset
Level of theory: ωB97M-V with the def2-TZVPD basis set

The geometry in XYZ format:
```
126
C36H45F27O18, DFT ωB97M-V with the def2-TZVPD basis set
C 6.58 -18.02 18.65
C 6.00 -16.63 18.47
O 4.77 -16.58 19.21
C 4.09 -15.46 19.18
O 4.39 -14.41 18.69
C 2.77 -15.61 19.97
F 1.83 -14.83 19.45
F 2.32 -16.87 19.97
F 2.98 -15.23 21.24
H 7.53 -18.08 18.11
H 5.89 -18.75 18.22
H 6.70 -18.27 19.70
H 5.92 -16.38 17.41
H 6.67 -15.91 18.95
C -1.06 -14.13 17.88
C 0.02 -14.45 16.86
O 0.49 -13.28 16.19
C -0.30 -12.76 15.27
O -1.32 -13.23 14.85
C 0.21 -11.38 14.80
F 0.27 -11.34 13.47
F -0.65 -10.44 15.21
F 1.41 -11.08 15.29
H -1.24 -15.04 18.44
H -1.97 -13.76 17.41
H -0.68 -13.38 18.58
H -0.31 -15.20 16.14
H 0.87 -14.86 17.39
C 6.30 -13.87 26.75
C 5.36 -14.73 25.95
O 6.14 -15.25 24.84
C 5.49 -16.02 24.00
O 4.31 -16.22 23.99
C 6.42 -16.58 22.90
F 7.71 -16.33 23.16
F 6.27 -17.89 22.74
F 6.11 -15.97 21.75
H 5.76 -13.36 27.55
H 6.76 -13.09 26.14
H 7.02 -14.50 27.26
H 4.52 -14.17 25.53
H 4.97 -15.57 26.52
C 2.71 -12.58 23.49
C 3.31 -12.15 22.18
O 4.71 -12.43 22.22
C 5.37 -12.15 21.10
O 4.91 -11.76 20.08
C 6.87 -12.47 21.23
F 7.13 -13.66 20.66
F 7.58 -11.55 20.58
F 7.30 -12.53 22.49
H 1.65 -12.36 23.54
H 3.14 -12.03 24.33
H 2.90 -13.64 23.71
H 3.15 -11.07 22.04
H 2.85 -12.69 21.36
C 10.23 -19.49 18.68
C 10.61 -19.39 17.22
O 9.38 -19.35 16.48
C 9.45 -19.62 15.20
O 10.42 -19.93 14.57
C 8.06 -19.46 14.54
F 7.38 -20.62 14.58
F 7.33 -18.53 15.15
F 8.21 -19.11 13.27
H 11.10 -19.59 19.33
H 9.63 -20.40 18.79
H 9.62 -18.64 18.98
H 11.25 -20.23 16.95
H 11.18 -18.48 16.99
C 1.52 -19.91 16.86
C 2.79 -19.38 17.51
O 3.64 -18.73 16.55
C 3.28 -17.55 16.09
O 2.35 -16.89 16.45
C 4.24 -17.13 14.96
F 4.62 -18.14 14.20
F 3.64 -16.22 14.18
F 5.34 -16.56 15.48
H 0.81 -20.31 17.57
H 1.82 -20.75 16.22
H 1.06 -19.13 16.24
H 3.35 -20.23 17.91
H 2.60 -18.70 18.33
C 1.20 -22.95 24.03
C 1.20 -22.54 22.58
O 2.39 -21.77 22.34
C 2.49 -21.17 21.18
O 1.69 -21.21 20.29
C 3.83 -20.42 20.99
F 4.45 -20.23 22.16
F 4.61 -21.15 20.19
F 3.62 -19.24 20.42
H 0.49 -23.78 24.17
H 0.95 -22.14 24.70
H 2.14 -23.42 24.30
H 0.31 -21.96 22.32
H 1.20 -23.40 21.91
C 9.11 -25.85 19.68
C 7.71 -25.81 19.13
O 7.55 -24.66 18.28
C 7.10 -23.57 18.85
O 6.79 -23.42 19.99
C 7.00 -22.41 17.83
F 7.78 -22.56 16.77
F 5.72 -22.37 17.38
F 7.28 -21.25 18.42
H 9.37 -24.93 20.21
H 9.87 -25.97 18.91
H 9.25 -26.67 20.38
H 6.96 -25.79 19.91
H 7.52 -26.67 18.49
C 7.52 -13.43 16.60
C 6.37 -12.47 16.36
O 6.48 -11.30 17.16
C 7.45 -10.45 16.89
O 8.23 -10.53 15.98
C 7.54 -9.32 17.93
F 7.73 -8.16 17.30
F 6.46 -9.22 18.70
F 8.61 -9.53 18.71
H 8.50 -13.03 16.36
H 7.29 -14.37 16.09
H 7.55 -13.71 17.66
H 5.47 -13.00 16.69
H 6.28 -12.24 15.30
```

Relative energy (zero: lowest compared OMol25 entry of this formula, charge and spin) = 0.0 kJ/mol
Charge = 0
E_LUMO = 0.4 eV
SMILES string = CCOC(=O)C(F)(F)F.CCOC(=O)C(F)(F)F.CCOC(=O)C(F)(F)F.CCOC(=O)C(F)(F)F.CCOC(=O)C(F)(F)F.CCOC(=O)C(F)(F)F.CCOC(=O)C(F)(F)F.CCOC(=O)C(F)(F)F.CCOC(=O)C(F)(F)F



6.
Formula: C29H22ClN5O7Tb
Source: the Open Molecules 2025 dataset
Level of theory: ωB97M-V with the def2-TZVPD basis set

The geometry in XYZ format:
```
65
C29H22ClN5O7Tb, DFT ωB97M-V with the def2-TZVPD basis set
Tb -0.05 -0.90 -0.13
O 4.24 0.95 0.30
C 4.23 1.17 1.63
C 5.39 1.67 2.22
C 5.44 1.89 3.58
C 4.35 1.60 4.39
C 3.19 1.12 3.81
C 3.10 0.91 2.43
C 1.84 0.43 1.82
O 1.87 -0.02 0.59
N 0.76 0.55 2.55
N -0.41 0.15 1.91
C -1.50 0.50 2.48
C -2.83 0.21 1.98
C -3.90 0.61 2.79
C -5.22 0.44 2.42
C -5.49 -0.12 1.17
C -4.47 -0.52 0.35
C -3.10 -0.41 0.72
O -2.20 -0.87 -0.08
H 3.38 0.52 0.08
H 6.24 1.88 1.58
H 6.36 2.27 4.03
H 4.39 1.76 5.46
H 2.31 0.91 4.40
H -1.43 1.07 3.41
H -3.67 1.06 3.75
H -6.02 0.75 3.07
H -6.52 -0.23 0.85
H -4.66 -0.96 -0.62
O -1.50 2.32 -4.86
C -2.41 2.54 -3.87
C -3.53 3.32 -4.15
C -4.46 3.61 -3.17
C -4.26 3.15 -1.88
C -3.13 2.41 -1.59
C -2.20 2.07 -2.56
C -1.06 1.21 -2.10
O -0.65 1.31 -0.92
N -0.56 0.40 -3.02
N 0.30 -0.52 -2.53
C 1.17 -0.98 -3.35
C 2.11 -1.99 -2.88
C 3.06 -2.55 -3.74
C 3.94 -3.49 -3.24
C 3.83 -3.86 -1.91
C 2.84 -3.27 -1.13
N 2.01 -2.34 -1.60
H -1.83 2.70 -5.68
H -3.67 3.70 -5.16
H -5.33 4.21 -3.42
H -4.99 3.38 -1.10
H -2.95 2.04 -0.58
H 1.22 -0.63 -4.38
H 3.10 -2.24 -4.78
H 4.70 -3.92 -3.87
H 4.49 -4.60 -1.47
H 2.70 -3.57 -0.09
Cl -1.70 -2.70 2.41
C -0.04 -3.14 2.87
C 0.77 -3.49 1.60
O 1.74 -4.24 1.75
O 0.35 -2.97 0.52
H -0.08 -3.99 3.55
H 0.41 -2.28 3.37
```

Charge = -1
Multiplicity = 7
E_LUMO (spin up / spin down) = 2.3 / 2.3 eV
<S²> = 12.040



In order of appearance, calculated total energy = -10474.821; -96380.559; -7224.300; -57130.797; -148292.774; -87175.400 eV.